The following is a DFT calculation (ωB97M-V/def2-TZVPD) of a molecular structure, C42H45AsGeN2O3S4SbSeW at a distorted geometry.

Structure (XYZ):
```
101
Properties=species:S:1:pos:R:3:forces:R:3
W 0.530 0.736 -1.566 0.7 -0.4 -2.4
Sb 0.628 2.213 1.594 0.0 0.4 0.9
Se 0.021 -3.266 -0.785 0.0 -0.6 -0.1
As 2.093 2.858 -1.734 0.9 0.5 -0.4
Ge 1.988 -5.326 0.662 0.1 -0.2 0.3
S 1.762 1.603 -3.681 -0.9 0.2 0.5
S -0.067 2.408 -4.168 0.3 0.4 -0.5
S 2.927 1.054 -0.759 -0.3 0.1 0.0
S 3.506 4.374 -1.930 -0.2 0.2 0.0
O 0.721 -0.422 -0.051 -0.3 -1.1 0.9
O 1.691 -1.075 -2.690 -0.2 -0.3 0.3
O -0.804 2.028 -1.237 -0.5 0.2 0.7
N -2.064 0.003 -2.948 -0.3 0.1 0.0
N -0.774 -0.142 -2.958 0.3 -0.2 -0.2
C 1.445 -4.380 2.280 -0.1 0.1 0.0
C 3.723 -4.632 0.095 0.0 0.1 -0.1
C -1.599 -3.629 -1.795 0.1 0.1 -0.1
C 0.677 -3.008 -5.652 0.0 0.0 0.1
C 3.811 -0.041 3.699 0.0 0.0 0.0
C 1.734 6.368 0.945 0.0 0.0 0.0
C -1.207 3.743 5.350 0.0 0.0 0.0
C -0.762 2.858 3.140 0.0 -0.1 0.0
C 2.235 -7.223 1.086 0.0 -0.1 0.0
C -4.240 3.002 -0.959 0.0 0.0 -0.1
C -0.311 3.380 4.356 -0.1 0.0 -0.1
C -4.798 0.157 -3.312 0.1 0.0 0.1
C 2.841 4.301 2.434 -0.1 0.1 0.0
C 2.900 6.582 1.664 0.0 0.0 0.0
C -0.539 -0.731 -0.386 1.0 1.5 0.9
C -1.122 -1.609 -4.896 -0.1 0.0 -0.1
C 1.675 4.075 1.709 0.1 -0.1 -0.1
C -0.325 -1.103 -3.877 0.0 0.1 0.0
C 0.980 -1.575 -3.751 0.1 -0.1 -0.1
C -2.575 3.589 5.149 0.0 0.0 0.0
C -2.889 2.974 -0.813 0.0 0.0 0.0
C 3.451 5.549 2.410 0.0 0.0 0.0
C -6.153 0.226 -3.497 -0.1 0.1 0.1
C 3.142 0.861 2.880 -0.1 0.0 0.0
C -4.893 2.048 -1.794 0.0 0.0 0.0
C -6.914 1.206 -2.830 0.0 -0.1 -0.1
C 3.106 -0.810 4.615 0.0 0.0 0.0
C 1.130 5.120 0.966 0.0 0.0 0.1
C -1.419 -0.692 0.835 -0.6 -0.4 -0.3
C -4.131 1.062 -2.455 0.0 -0.1 -0.1
C -2.111 1.980 -1.447 0.0 -0.3 -0.1
C 1.732 -0.651 4.730 0.0 0.0 0.0
C 2.951 -1.697 -2.434 0.0 -0.1 0.2
C 0.601 -5.141 -0.700 -0.1 0.1 -0.1
C -2.134 2.717 2.951 0.0 0.0 0.0
C 1.068 0.267 3.925 0.1 0.0 0.0
C 1.490 -2.505 -4.642 0.0 0.0 0.0
C -2.689 0.999 -2.269 -0.1 -0.1 0.0
C -6.291 2.093 -1.998 0.0 0.0 0.1
C -3.039 3.079 3.947 0.1 0.0 0.0
C -0.630 -2.566 -5.770 -0.1 0.0 0.0
C 1.762 1.029 2.984 0.0 0.0 0.0
H 1.171 -1.248 5.440 0.0 0.0 0.0
H 4.498 -5.014 0.761 0.0 0.0 0.0
H 3.316 -1.287 -1.502 0.0 0.0 0.0
H -1.887 0.293 0.928 0.0 0.0 0.0
H 4.885 -0.152 3.609 0.0 0.0 0.0
H 3.700 1.422 2.140 0.0 0.0 0.0
H 1.303 7.166 0.352 0.0 0.0 0.0
H -4.828 3.763 -0.459 0.0 0.0 0.0
H -2.233 -4.312 -1.233 0.0 0.0 0.0
H -2.369 3.710 -0.213 0.0 0.0 0.0
H 0.946 -5.438 -1.692 0.0 -0.1 0.0
H 1.303 -7.677 1.429 0.0 0.0 0.0
H -1.272 -2.962 -6.546 0.0 0.0 0.0
H 2.979 -7.327 1.877 0.0 0.0 0.0
H 3.969 -4.933 -0.925 0.0 0.0 0.0
H -0.262 -5.754 -0.432 0.0 0.0 0.0
H -2.128 -1.227 -4.987 0.0 0.0 0.0
H 3.650 -1.460 -3.236 0.0 0.0 0.0
H 3.624 -1.534 5.232 0.0 0.0 0.0
H 1.300 -3.322 2.054 0.0 0.0 0.1
H -2.224 -1.426 0.762 0.0 0.0 0.0
H 3.385 7.550 1.635 0.0 0.0 0.0
H -7.985 1.258 -2.981 0.0 0.0 0.0
H 2.807 -2.774 -2.336 0.0 0.0 -0.1
H 1.078 -3.740 -6.341 0.0 0.0 0.0
H -0.840 4.147 6.286 0.0 0.0 0.0
H -6.861 2.857 -1.482 0.0 0.0 0.0
H 2.586 -7.775 0.212 0.0 0.0 0.0
H 2.511 -2.846 -4.564 0.0 0.0 0.0
H 4.364 5.712 2.970 0.0 0.0 0.0
H 0.500 -4.775 2.659 0.0 0.0 0.0
H -4.103 2.957 3.779 0.0 0.0 0.0
H 0.220 4.963 0.393 0.0 0.0 -0.1
H -3.273 3.864 5.930 0.0 0.0 0.0
H 2.204 -4.467 3.060 0.0 0.0 0.0
H 3.275 3.507 3.030 0.0 0.0 0.0
H 3.735 -3.542 0.149 0.0 0.0 0.0
H -2.112 -2.679 -1.947 0.0 0.0 0.0
H -0.002 0.400 4.041 0.0 -0.1 0.0
H -1.333 -4.060 -2.759 0.0 0.0 0.0
H -0.823 -0.900 1.727 0.0 0.0 0.0
H -2.518 2.317 2.017 0.0 0.0 0.0
H -6.645 -0.477 -4.159 0.0 0.0 0.0
H -4.208 -0.590 -3.822 0.0 0.0 0.0
H 0.755 3.495 4.525 0.0 0.0 0.0
```
Positions in Å, forces in eV/Å.

For the orbital gap (alpha / beta), the calculation gives 5.20 / 5.56 eV. Its net charge is -1. Its multiplicity is 3. The total energy comes out at -10576.862321 Ha. Its LUMO energy (alpha / beta) is 1.40 / 1.17 eV. Its relative energy (zero: lowest compared OMol25 entry of this formula, charge and spin) is 87.5 kcal per mole.



The following is a DFT calculation (ωB97M-V/def2-TZVPD) of a molecular structure, C4H18F3O9Y2 at a distorted geometry.

Structure (XYZ):
```
36
Properties=species:S:1:pos:R:3:forces:R:3
Y 7.980 -17.491 2.616 4.6 -2.8 -0.9
Y 10.122 -17.727 5.592 -0.2 0.5 -3.3
F 10.703 -22.200 -0.039 0.3 0.7 1.0
F 10.618 -22.469 2.146 0.3 0.2 -0.6
F 12.036 -21.089 1.318 -0.5 0.5 -0.4
O 11.325 -15.682 5.794 -0.3 -0.9 0.3
O 9.547 -19.165 1.736 0.3 0.8 0.8
O 8.302 -18.597 4.607 0.2 0.5 0.0
O 9.955 -16.803 3.538 -1.4 -0.3 0.5
O 8.369 -21.037 1.908 1.3 1.7 0.9
O 8.420 -15.882 5.741 0.8 -0.7 0.2
O 8.716 -15.509 1.338 -0.8 -1.0 0.5
O 11.563 -18.960 3.985 -0.1 0.6 1.7
O 11.483 -16.766 0.878 -0.2 0.6 0.7
C 7.918 -23.318 1.468 -1.6 -0.8 -0.4
C 10.800 -21.576 1.143 -1.6 0.1 1.5
C 9.501 -20.519 1.242 -1.9 1.0 -1.4
C 7.406 -21.884 1.347 -0.3 -1.8 0.7
H 7.641 -15.805 5.190 -0.3 0.2 0.1
H 8.186 -19.565 4.538 -0.1 0.2 -0.1
H 8.697 -14.560 1.463 -0.1 0.6 0.2
H 10.633 -16.511 2.898 -0.2 0.1 0.2
H 7.050 -23.940 1.248 0.1 -0.3 -0.7
H 12.513 -18.881 3.894 0.7 -0.1 0.1
H 9.211 -20.436 0.194 0.3 -0.1 -0.3
H 6.955 -21.653 0.381 1.2 0.3 -0.8
H 11.201 -17.575 1.305 -0.1 -0.9 -0.3
H 6.510 -21.678 1.932 0.1 -0.5 0.7
H 8.143 -23.737 2.449 0.3 1.0 0.4
H 11.004 -16.753 0.049 0.3 -0.2 -0.5
H 8.137 -15.572 6.602 -0.4 0.4 0.6
H 12.148 -15.483 5.349 0.7 0.1 -0.3
H 8.748 -23.568 0.808 -0.3 0.1 -0.1
H 9.087 -15.628 0.463 0.3 -0.1 -0.6
H 11.279 -19.386 3.177 -0.9 -0.3 -0.9
H 11.040 -14.843 6.157 -0.3 0.5 0.3
```
Positions in Å, forces in eV/Å.

For the orbital gap, the calculation gives 6.17 eV. Its net charge is +3. The total energy comes out at -1215.766635 Ha. Its LUMO energy is -11.37 eV. Its relative energy (zero: lowest compared OMol25 entry of this formula, charge and spin) is 0.0 kcal per mole.



The following is a DFT calculation (ωB97M-V/def2-TZVPD) of a single C5H4IO6P molecule.

Structure (XYZ):
```
17
Properties=species:S:1:pos:R:3:forces:R:3
I -0.521 2.821 2.009 0.0 0.0 0.0
P 1.636 -0.701 -0.560 -0.3 -0.7 0.5
O 1.188 -1.566 0.543 0.0 0.3 -0.1
O -1.573 -1.476 -1.083 0.0 0.0 0.4
O -3.089 0.598 2.536 -0.1 0.1 0.3
O 1.822 -1.401 -1.968 -0.2 0.3 -0.2
O -2.449 -0.833 0.912 -0.4 0.0 -0.1
O 3.065 -0.053 -0.313 -0.1 0.1 0.0
C -1.572 -0.757 -0.129 0.2 0.0 -0.4
C -1.172 1.091 1.132 0.2 -0.2 -0.2
C -2.335 0.336 1.669 0.1 -0.3 -0.3
C -0.695 0.426 0.078 -0.1 0.5 0.2
C 0.467 0.683 -0.805 0.1 0.1 0.3
H 0.975 1.599 -0.499 -0.1 0.1 -0.1
H 0.168 0.787 -1.848 0.0 -0.1 0.0
H 3.146 0.042 0.651 0.3 -0.1 -0.2
H 0.938 -1.596 -2.326 0.3 -0.2 0.0
```
Positions in Å, forces in eV/Å.

For the orbital gap, the calculation gives 9.06 eV. The total energy comes out at -1283.544373 Ha. Its LUMO energy is -1.11 eV. Its relative energy (zero: lowest compared OMol25 entry of this formula, charge and spin) is 0.0 kcal per mole. The SMILES is O=C1OC(=O)C(CP(=O)(O)O)=C1I.



The following is a DFT calculation (ωB97M-V/def2-TZVPD) of a molecular structure, C5H13NOS at a distorted geometry.

Structure (XYZ):
```
21
Properties=species:S:1:pos:R:3:forces:R:3
S 0.052 0.633 -1.038 -0.5 3.2 0.2
O 0.905 -0.371 -1.572 2.7 -2.7 -1.4
N -1.237 -0.242 0.732 0.1 -1.6 1.3
C -1.435 0.521 -1.980 -1.9 5.9 0.2
C 0.633 2.341 -1.577 -1.5 -1.9 -2.1
C -0.347 -0.981 1.598 1.2 -1.1 0.2
C 0.358 -2.361 1.023 -0.9 0.8 -1.5
C 0.805 -0.064 2.177 -1.0 -2.2 0.5
H 0.269 2.951 -0.843 -0.5 1.8 2.3
H 1.044 -2.193 0.110 -1.3 0.0 1.4
H 1.680 2.454 -1.756 0.6 -0.3 0.0
H -0.473 -3.073 0.749 0.9 0.6 0.1
H -0.945 -1.357 2.452 0.0 0.2 -0.3
H -1.514 1.014 -3.027 0.6 -0.9 1.8
H 0.005 2.595 -2.439 0.6 0.0 -0.3
H 0.981 -2.846 1.784 -0.4 0.4 0.2
H 0.848 0.731 1.518 0.6 1.9 -1.0
H -1.719 -0.441 -1.985 -0.9 -3.5 -0.1
H 0.568 0.262 3.190 0.1 0.1 -0.1
H 1.726 -0.647 2.153 0.0 0.3 0.2
H -2.204 1.075 -1.267 1.2 -1.0 -1.6
```
Positions in Å, forces in eV/Å.

For the orbital gap (alpha / beta), the calculation gives 8.65 / 8.41 eV. Its multiplicity is 3. The total energy comes out at -726.274759 Ha. Its LUMO energy (alpha / beta) is 0.87 / -0.25 eV. Its relative energy (zero: lowest compared OMol25 entry of this formula, charge and spin) is 0.0 kcal per mole.



The following is a DFT calculation (ωB97M-V/def2-TZVPD) of a molecular structure, C32H52BiClN2O4SSi at a distorted geometry.

Structure (XYZ):
```
94
Properties=species:S:1:pos:R:3:forces:R:3
Bi -0.062 -0.992 -0.111 -4.4 2.0 -2.0
Cl -1.057 -2.848 -1.858 0.2 -0.7 -0.4
S -0.923 -2.691 1.999 0.6 -1.3 0.5
Si -1.189 1.494 1.951 1.6 -1.2 0.6
O -2.073 -0.836 -0.054 1.5 0.0 1.0
O -0.664 0.534 -2.030 1.5 -0.8 -0.9
O 1.923 -0.731 -2.546 -0.1 -0.1 -0.3
O -0.134 1.718 -3.832 -0.2 0.2 -0.2
N 1.713 -1.002 1.781 0.5 -1.1 2.6
N 1.314 -3.330 0.116 1.0 -0.8 0.2
C 0.328 2.567 3.317 -1.1 0.0 -0.1
C -3.193 2.327 0.098 0.0 -0.1 -0.2
C -3.716 -0.083 2.469 -0.3 0.4 0.2
C 0.361 -2.523 3.292 0.0 0.3 0.4
C 0.476 -4.519 0.256 0.2 0.3 0.0
C -0.468 -3.836 -5.566 -0.1 0.1 -0.1
C -1.268 -2.707 -5.438 0.1 -0.1 -0.1
C -0.410 3.407 4.360 0.2 0.3 -0.1
C -0.915 3.173 -0.376 0.2 0.0 0.0
C 2.228 1.419 -6.860 0.0 0.0 0.0
C -1.909 2.857 0.742 -0.1 0.6 0.6
C 1.426 0.893 -5.863 0.0 0.0 -0.1
C 1.189 -1.246 3.166 -0.1 -0.3 -1.3
C -0.021 0.727 -3.098 -0.1 0.6 -0.3
C -2.224 4.190 1.448 -0.2 0.0 0.0
C 0.828 -3.814 -5.078 0.1 0.1 0.1
C 2.447 -3.289 1.048 0.0 0.1 0.1
C 3.371 0.239 -4.643 0.0 0.0 0.0
C -2.735 0.864 3.173 0.1 1.0 -0.4
C 1.330 1.725 4.115 -1.0 0.3 0.4
C 2.858 -1.869 1.506 -0.2 0.3 -0.8
C 1.313 -2.677 -4.449 0.0 -0.1 0.0
C -3.555 2.064 3.674 0.0 0.0 0.2
C 1.986 0.308 -4.723 -0.1 0.1 -0.2
C -0.407 -4.406 1.495 -0.3 0.0 0.2
C 1.092 -0.315 -3.653 -0.1 0.1 0.9
C 1.177 3.457 2.423 -0.2 0.2 0.0
C 0.500 -1.565 -4.272 -0.1 0.0 -0.2
C -0.790 -1.581 -4.792 0.2 0.2 -0.1
C 4.181 0.768 -5.645 0.0 0.0 0.0
C -2.228 0.149 4.412 0.3 0.3 0.2
C 3.615 1.365 -6.756 0.0 0.0 0.0
H 0.819 1.172 4.912 0.0 -0.2 -0.1
H -1.324 4.662 1.846 0.0 0.0 0.0
H -1.620 -0.698 4.132 0.3 -0.4 0.0
H 0.296 4.023 4.957 0.0 0.0 0.0
H 3.319 -3.763 0.578 0.1 0.0 0.2
H -1.127 4.089 3.900 0.0 0.0 0.1
H -0.138 -4.551 -0.633 -0.2 0.1 -0.1
H 5.260 0.704 -5.550 0.0 0.0 0.0
H -2.272 -2.702 -5.844 0.0 0.0 0.1
H -3.539 3.047 -0.660 0.0 0.0 0.0
H 1.765 1.880 -7.725 0.0 0.0 0.0
H 1.683 2.883 1.639 0.0 0.0 0.0
H -3.071 -0.229 5.011 0.0 0.0 -0.1
H 4.242 1.780 -7.537 0.0 0.0 0.0
H 1.991 -1.296 3.907 0.2 0.1 0.1
H -0.010 3.654 0.006 0.0 0.0 0.0
H 3.446 -1.408 0.706 0.0 0.0 0.0
H 1.683 -3.343 -0.831 -0.3 0.4 -0.1
H 0.353 0.946 -5.952 0.0 0.0 0.0
H -3.269 -0.946 2.006 0.4 -0.3 -0.1
H -1.322 -4.978 1.345 0.0 0.0 0.0
H -4.056 2.590 2.861 0.0 -0.1 0.0
H -3.011 1.359 -0.381 0.0 0.0 0.0
H -0.626 2.282 -0.926 -0.1 0.0 0.0
H -1.640 0.804 5.069 0.0 -0.1 -0.1
H 2.206 -3.863 1.944 0.0 -0.2 -0.2
H 3.836 -0.248 -3.796 0.0 0.0 0.0
H 1.864 1.021 3.503 0.5 0.0 -0.2
H 0.537 -0.422 3.395 -0.2 0.3 0.0
H -2.926 4.068 2.276 0.1 0.1 -0.1
H 0.985 -3.415 3.336 -0.1 0.1 -0.1
H 2.328 0.080 -2.218 -0.1 0.0 0.2
H -0.850 -4.722 -6.061 0.0 0.0 0.0
H -0.139 -2.461 4.261 -0.1 0.0 0.1
H -4.000 2.206 0.823 0.0 0.1 0.0
H -4.250 0.412 1.660 0.0 0.0 0.0
H 1.066 -5.454 0.287 0.0 0.1 0.2
H 0.112 -4.824 2.359 -0.2 -0.1 0.1
H 3.516 -1.950 2.382 0.1 -0.1 0.0
H -2.929 2.789 4.205 -0.2 -0.1 0.0
H -4.339 1.725 4.373 0.0 0.0 0.0
H 0.589 4.232 1.931 0.1 0.0 0.0
H 2.019 2.410 4.638 0.2 -0.1 -0.2
H -4.457 -0.398 3.229 0.0 0.0 -0.1
H 2.333 -2.652 -4.086 0.0 0.0 0.1
H 1.941 -0.017 1.693 0.0 0.0 0.0
H -1.378 3.869 -1.089 0.0 0.0 0.0
H -0.958 2.775 5.063 0.1 0.1 0.0
H 1.469 -4.681 -5.190 0.0 0.0 0.0
H -1.406 -0.695 -4.705 -0.1 -0.1 0.2
H 1.954 3.969 3.018 0.0 0.0 0.0
H -2.674 4.898 0.734 0.0 0.0 0.0
```
Positions in Å, forces in eV/Å.

For the orbital gap, the calculation gives 3.90 eV. Its net charge is -2. The total energy comes out at -3023.409146 Ha. Its LUMO energy is 4.15 eV. Its relative energy (zero: lowest compared OMol25 entry of this formula, charge and spin) is 107.4 kcal per mole.